ORCA calculation (the ωB97M-V functional and the def2-TZVPD basis) on the molecule C2H3N3O.

Cartesian coordinates (Å):
1 O -2.46 -0.15 -0.01
2 C -1.24 -0.22 -0.01
3 N -0.46 -1.35 0.01
4 C 0.78 -0.94 -0.02
5 N 0.91 0.41 0.00
6 N -0.35 0.91 -0.03
7 H 1.64 -1.59 -0.05
8 H 1.72 1.03 0.01
9 H -0.53 1.90 0.11

Properties
- Multiplicity: 1
- HOMO: -0.3260 hartree
- Gap between HOMO and LUMO: 9.3 eV
- SMILES string: O=c1nc[nH][nH]1
- LUMO level: 0.438 eV
- Largest force on an atom: 1.586 eV/Å


ORCA calculation (the ωB97M-V functional and the def2-TZVPD basis) on a 13-piece molecular cluster, C45H100O27S5 overall.

Cartesian coordinates (Å):
1 C -0.61 -2.20 12.81
2 C -0.19 -2.95 11.54
3 C 0.01 -1.71 10.65
4 O 0.48 -0.60 11.48
5 C 0.36 -1.01 12.89
6 H -0.58 -2.89 13.66
7 H -1.56 -1.68 12.71
8 H -0.98 -3.52 11.06
9 H 0.71 -3.54 11.66
10 H -1.01 -1.52 10.29
11 H 0.69 -1.91 9.82
12 H 0.09 -0.25 13.63
13 H 1.40 -1.27 13.07
14 C 6.12 5.22 4.22
15 C 6.66 6.50 3.74
16 C 8.11 6.12 3.60
17 O 8.20 4.85 3.13
18 C 6.97 4.14 3.49
19 H 5.05 5.12 4.03
20 H 6.15 5.06 5.30
21 H 6.55 7.32 4.44
22 H 6.23 6.86 2.81
23 H 8.59 6.20 4.57
24 H 8.67 6.85 3.02
25 H 7.17 3.25 4.09
26 H 6.49 3.96 2.53
27 C 3.07 -10.87 7.41
28 C 2.34 -11.97 6.73
29 C 0.82 -11.63 6.89
30 O 0.76 -10.45 7.73
31 C 1.92 -9.70 7.51
32 H 4.01 -10.64 6.91
33 H 3.32 -11.19 8.42
34 H 2.65 -12.99 6.97
35 H 2.53 -11.86 5.67
36 H 0.22 -12.42 7.34
37 H 0.33 -11.47 5.93
38 H 1.98 -8.98 8.34
39 H 1.91 -8.98 6.69
40 C -0.36 -3.45 -7.79
41 C -1.76 -3.57 -8.19
42 C -2.50 -3.76 -6.83
43 O -1.47 -3.86 -5.87
44 C -0.19 -4.24 -6.49
45 H -0.06 -2.41 -7.72
46 H 0.30 -3.85 -8.56
47 H -1.94 -4.32 -8.96
48 H -1.91 -2.58 -8.62
49 H -3.21 -4.59 -6.91
50 H -3.08 -2.89 -6.54
51 H -0.09 -5.31 -6.67
52 H 0.42 -3.78 -5.71
53 C -0.69 8.44 5.67
54 C -0.15 8.94 4.33
55 C -1.25 8.52 3.43
56 O -2.53 8.70 4.14
57 C -2.21 8.67 5.53
58 H -0.35 9.05 6.51
59 H -0.44 7.41 5.91
60 H 0.81 8.54 4.01
61 H -0.26 10.02 4.23
62 H -1.04 7.59 2.88
63 H -1.32 9.24 2.62
64 H -2.81 8.01 6.15
65 H -2.49 9.68 5.85
66 C -6.62 2.32 5.18
67 C -7.34 3.54 4.59
68 C -7.95 4.27 5.69
69 O -7.30 3.70 6.87
70 C -6.26 2.85 6.48
71 H -5.66 2.03 4.75
72 H -7.31 1.47 5.26
73 H -8.07 3.26 3.83
74 H -6.59 4.21 4.18
75 H -9.01 4.05 5.77
76 H -7.70 5.32 5.58
77 H -6.00 2.19 7.31
78 H -5.31 3.38 6.40
79 O -4.60 4.98 -7.68
80 S -5.58 5.36 -8.67
81 O -5.83 6.74 -9.19
82 O -5.33 4.28 -9.95
83 C -5.78 4.70 -11.29
84 C -5.64 3.36 -12.21
85 C -7.21 4.53 -8.16
86 H -4.94 5.35 -11.52
87 H -6.58 5.41 -11.51
88 H -6.07 3.41 -13.21
89 H -6.13 2.51 -11.72
90 H -4.61 3.08 -12.41
91 H -7.35 4.93 -7.16
92 H -7.01 3.46 -8.17
93 H -7.90 4.77 -8.97
94 O -8.63 -1.29 -2.74
95 S -8.53 -0.28 -1.66
96 O -9.23 0.97 -1.61
97 O -8.91 -1.15 -0.29
98 C -8.65 -2.55 -0.19
99 C -9.12 -3.28 1.11
100 C -6.74 0.04 -1.31
101 H -7.57 -2.63 -0.32
102 H -9.17 -3.11 -0.97
103 H -8.95 -4.35 1.05
104 H -10.21 -3.30 1.02
105 H -8.68 -2.88 2.02
106 H -6.67 0.49 -0.33
107 H -6.55 0.87 -1.99
108 H -6.22 -0.88 -1.60
109 O -0.43 1.53 0.60
110 S 0.76 1.36 -0.34
111 O 1.76 2.37 -0.52
112 O 1.62 0.04 0.13
113 C 0.90 -1.12 0.56
114 C 1.11 -1.21 2.07
115 C 0.13 0.74 -1.93
116 H 1.36 -1.93 -0.01
117 H -0.18 -1.01 0.43
118 H 0.62 -2.08 2.49
119 H 0.72 -0.32 2.57
120 H 2.15 -1.27 2.39
121 H -0.37 -0.22 -1.90
122 H 0.84 0.72 -2.76
123 H -0.63 1.49 -2.15
124 O 9.15 8.19 -4.01
125 S 7.76 7.94 -4.35
126 O 6.67 8.69 -3.68
127 O 7.69 8.36 -5.97
128 C 6.40 8.30 -6.56
129 C 6.56 8.40 -8.08
130 C 7.30 6.15 -4.53
131 H 5.78 9.13 -6.23
132 H 5.89 7.37 -6.30
133 H 7.06 9.33 -8.35
134 H 5.55 8.50 -8.46
135 H 7.00 7.56 -8.63
136 H 6.27 5.95 -4.81
137 H 7.45 5.73 -3.53
138 H 7.92 5.60 -5.24
139 O 6.39 -5.84 4.44
140 S 7.08 -6.21 3.19
141 O 7.92 -7.42 3.10
142 O 5.92 -6.34 2.02
143 C 6.12 -6.91 0.77
144 C 5.07 -7.95 0.50
145 C 8.02 -4.80 2.44
146 H 7.06 -7.47 0.69
147 H 6.23 -6.12 0.03
148 H 4.12 -7.46 0.25
149 H 4.78 -8.53 1.37
150 H 5.34 -8.64 -0.30
151 H 7.38 -3.94 2.64
152 H 8.24 -4.87 1.37
153 H 8.98 -4.84 2.96
154 C 6.60 0.64 -11.04
155 O 5.27 0.99 -11.40
156 C 4.52 1.75 -10.60
157 O 4.83 2.03 -9.44
158 O 3.29 1.73 -11.23
159 C 2.10 2.26 -10.68
160 H 6.86 -0.36 -11.38
161 H 6.69 0.71 -9.95
162 H 7.31 1.32 -11.53
163 H 1.88 3.23 -11.12
164 H 2.04 2.32 -9.59
165 H 1.24 1.67 -10.99
166 C -4.05 -6.55 3.41
167 O -4.14 -6.45 1.96
168 C -3.65 -7.43 1.24
169 O -2.90 -8.35 1.66
170 O -4.08 -7.18 0.03
171 C -3.74 -8.08 -0.97
172 H -4.19 -7.53 3.86
173 H -4.75 -5.85 3.87
174 H -3.07 -6.36 3.86
175 H -4.27 -7.97 -1.92
176 H -4.12 -9.06 -0.66
177 H -2.68 -8.02 -1.20

Properties
- Multiplicity: 1
- HOMO: -0.3423 hartree
- Gap between HOMO and LUMO: 9.2 eV
- LUMO level: -0.131 eV
- Largest force on an atom: 4.495 eV/Å


ORCA calculation (the ωB97M-V functional and the def2-TZVPD basis) on C19H31BiF4N2O10S2SeSi as an isolated structure.

Cartesian coordinates (Å):
1 Bi 1.57 -1.33 -0.06
2 C -0.31 1.90 -2.26
3 C -1.11 1.97 -0.97
4 C -2.59 2.23 -1.26
5 C -0.55 3.04 -0.04
6 O -0.95 0.70 -0.35
7 Si -1.68 -0.08 0.89
8 S -0.23 -1.24 1.83
9 O -3.01 -0.91 0.38
10 C -3.15 -2.02 -0.51
11 C -2.30 -1.82 -1.76
12 C -2.78 -3.31 0.20
13 C -4.63 -2.04 -0.89
14 O -2.32 1.08 1.88
15 C -3.30 0.97 2.91
16 C -4.68 1.12 2.29
17 C -3.18 -0.35 3.66
18 C -3.02 2.13 3.86
19 H -0.38 2.85 -2.81
20 H -0.68 1.09 -2.89
21 H 0.74 1.71 -2.02
22 H -2.71 3.20 -1.76
23 H -3.17 2.24 -0.34
24 H -2.99 1.45 -1.92
25 H -0.58 4.02 -0.53
26 H 0.49 2.80 0.21
27 H -1.13 3.09 0.88
28 H -1.24 -1.76 -1.50
29 H -2.58 -0.90 -2.27
30 H -2.42 -2.67 -2.43
31 H -1.73 -3.30 0.49
32 H -2.93 -4.16 -0.46
33 H -3.39 -3.43 1.10
34 H -4.90 -1.10 -1.38
35 H -5.25 -2.15 0.00
36 H -4.84 -2.86 -1.57
37 H -4.85 0.31 1.57
38 H -4.76 2.07 1.76
39 H -5.46 1.08 3.06
40 H -3.38 -1.19 2.99
41 H -3.90 -0.38 4.48
42 H -2.18 -0.47 4.06
43 H -3.07 3.08 3.32
44 H -2.02 2.04 4.28
45 H -3.75 2.15 4.67
46 F 7.96 1.42 2.25
47 C 7.38 1.70 1.06
48 C 6.24 1.10 0.69
49 N 5.65 1.34 -0.52
50 C 4.32 0.78 -0.75
51 C 3.24 1.55 0.02
52 O 3.51 2.66 0.46
53 O 2.13 0.94 0.14
54 C 6.14 2.28 -1.39
55 O 5.64 2.57 -2.45
56 N 7.33 2.87 -0.97
57 C 8.03 2.68 0.22
58 O 9.05 3.29 0.46
59 H 5.74 0.38 1.32
60 H 4.33 -0.26 -0.42
61 H 4.11 0.81 -1.81
62 H 7.71 3.56 -1.60
63 F 1.61 -6.42 -1.63
64 C 1.79 -5.36 -2.43
65 F 2.98 -4.82 -2.14
66 F 1.85 -5.82 -3.69
67 S 0.43 -4.13 -2.25
68 O -0.74 -4.89 -2.61
69 O 0.82 -3.07 -3.16
70 O 0.52 -3.76 -0.84
71 Se 3.48 -2.24 1.25

Properties
- Multiplicity: 1
- HOMO: -0.0862 hartree
- Gap between HOMO and LUMO: 6.5 eV
- LUMO level: 4.115 eV
- Net charge: -2
- Largest force on an atom: 0.213 eV/Å


ORCA calculation (the ωB97M-V functional and the def2-TZVPD basis) on the molecule H3N2O2P.

Cartesian coordinates (Å):
1 N -0.61 0.74 1.23
2 P -0.63 0.62 -0.49
3 N 0.43 -0.90 -1.00
4 O 1.16 -1.44 -0.19
5 O 0.31 -1.30 -2.12
6 H 0.25 0.54 1.62
7 H -1.47 0.27 1.66
8 H 0.57 1.47 -0.72

Properties
- Multiplicity: 1
- HOMO: -0.3800 hartree
- Gap between HOMO and LUMO: 10.6 eV
- SMILES string: NP[N+](=O)[O-]
- LUMO level: 0.212 eV
- Largest force on an atom: 3.962 eV/Å